[1]
A 2-piece molecular cluster, C2H8N2O2 overall, computed with ωB97M-V/def2-TZVPD.

Cartesian coordinates (Å):
O  -0.770  -1.684  -0.041
O  1.053  -1.338  -2.868
N  0.252  1.574  1.035
N  -1.797  -0.020  1.229
C  0.480  0.385  0.250
C  -0.802  -0.567  0.431
H  1.432  -0.120  0.529
H  -1.880  0.906  1.321
H  1.895  -1.689  -2.796
H  1.025  1.834  1.599
H  1.018  -1.294  -1.822
H  -0.063  2.293  0.422
H  -2.497  -0.678  1.575
H  0.654  0.397  -0.862

Values from the calculation:
Total energy   -9278.36684 eV
SMILES   NCC(N)=O.O
Highest occupied orbital energy   -9.33 eV
Net charge   0

[2]
C5H10N2 in the gas phase, computed with ωB97M-V/def2-TZVPD.

Cartesian coordinates (Å):
N  0.049  -1.506  2.389
N  1.231  1.895  -1.254
C  -1.060  -1.124  1.559
C  0.248  0.813  -1.188
C  1.189  2.727  -2.231
C  -0.747  -1.120  0.038
C  0.406  -0.140  -0.194
H  0.703  2.568  -3.216
H  -0.240  -2.072  -0.171
H  0.709  -1.895  1.703
H  -1.623  -0.233  1.920
H  1.297  -0.274  0.443
H  -0.709  0.770  -1.853
H  -1.913  -1.976  1.717
H  -1.638  -1.109  -0.576
H  1.591  3.726  -2.144
H  0.506  -1.049  3.057

Values from the calculation:
Total energy   -8324.38997 eV
SMILES   C=N/C=C/CCN
Highest occupied orbital energy   -8.60 eV
Net charge   0

[3]
C6H6N4 in the gas phase, computed with ωB97M-V/def2-TZVPD.

Cartesian coordinates (Å):
N  -0.970  0.959  0.593
N  1.379  0.777  -0.027
N  -0.199  -2.496  0.003
N  -0.702  3.531  -1.325
C  -0.203  2.638  -0.787
C  -0.626  -0.346  0.340
C  -1.202  -1.559  0.278
C  0.417  1.779  0.240
C  0.715  -0.515  -0.103
C  0.996  -1.805  -0.308
H  1.975  -2.267  -0.542
H  -0.309  -3.551  -0.167
H  -2.225  -1.862  0.384
H  0.716  2.542  0.936
H  1.816  1.027  -0.934
H  -1.576  1.148  1.418

Values from the calculation:
Total energy   -12276.97752 eV
SMILES   N#CC1Nc2c[nH]cc2N1
Highest occupied orbital energy   -7.72 eV
Net charge   0

[4]
C34H41Cl5N2O8P2Ru as an isolated structure, computed with ωB97M-V/def2-TZVPD.

Cartesian coordinates (Å):
Ru  -0.434  -0.922  -0.015
Cl  -3.658  -6.278  2.230
Cl  -3.739  -3.831  4.147
Cl  -0.672  -3.394  -1.226
Cl  -2.350  -1.173  3.318
Cl  -2.117  -6.087  -0.482
P  3.096  -1.613  0.177
P  1.878  0.993  0.596
O  4.176  -2.225  -0.788
O  3.367  -2.274  1.562
O  1.700  -1.841  -0.271
O  1.000  0.888  -0.597
O  -1.840  -1.721  -3.821
O  -2.128  0.851  -0.110
O  1.296  0.191  1.834
O  2.146  2.451  1.124
N  -1.689  -0.518  -1.828
N  -3.375  -0.100  -3.220
C  -7.340  0.575  -1.239
C  -2.246  -2.552  2.291
C  4.710  -2.405  2.129
C  -3.111  2.711  -3.659
C  -7.351  -0.357  -0.212
C  -3.779  4.547  -1.687
C  -3.369  4.991  -2.938
C  -2.896  -3.729  2.660
C  4.624  -1.983  3.581
C  -2.164  -4.756  0.590
C  0.741  0.694  3.114
C  -4.961  -0.548  -0.368
C  -3.547  2.264  -2.418
C  -1.531  -2.448  1.106
C  -2.855  -4.835  1.804
C  -4.943  0.397  -1.389
C  -3.027  4.072  -3.917
C  -3.865  3.191  -1.425
C  -2.263  -0.885  -3.061
C  1.515  3.982  -0.743
C  4.094  -1.990  -2.232
C  3.470  0.174  0.315
C  -0.304  1.767  2.868
C  2.566  3.585  0.280
C  -6.161  -0.919  0.221
C  5.384  -1.325  -2.673
C  3.865  -3.328  -2.905
C  2.858  4.707  1.254
C  -1.524  -3.569  0.279
C  1.859  1.141  4.036
C  -2.422  0.411  -1.236
C  -6.142  0.954  -1.824
C  -3.640  0.779  -2.092
C  5.172  -3.838  1.954
H  -2.841  1.996  -4.425
H  -4.180  2.837  -0.452
H  -4.000  -0.214  -3.998
H  0.568  4.197  -0.245
H  0.267  -0.195  3.525
H  5.385  -1.737  1.584
H  2.422  1.960  3.594
H  -8.286  -0.644  0.251
H  -6.137  1.688  -2.621
H  5.522  -0.357  -2.190
H  3.492  3.290  -0.225
H  6.172  -3.955  2.371
H  3.810  -3.194  -3.984
H  1.420  1.488  4.971
H  -2.694  4.413  -4.889
H  3.252  5.567  0.714
H  6.232  -1.963  -2.425
H  4.246  -0.964  3.665
H  -1.021  1.438  2.116
H  3.879  0.533  -0.631
H  5.369  -1.171  -3.751
H  -3.313  6.052  -3.147
H  2.933  -3.773  -2.557
H  4.491  -4.514  2.469
H  -0.851  1.971  3.787
H  3.240  -1.334  -2.427
H  5.611  -2.031  4.040
H  1.345  3.197  -1.473
H  -8.268  1.013  -1.583
H  -6.161  -1.647  1.023
H  5.197  -4.100  0.897
H  2.534  0.315  4.259
H  -4.036  -0.995  -0.023
H  3.951  -2.649  4.123
H  3.591  4.395  1.999
H  1.941  5.004  1.764
H  0.163  2.692  2.528
H  4.690  -4.002  -2.672
H  1.851  4.879  -1.262
H  4.172  0.379  1.122
H  -4.034  5.262  -0.915

Values from the calculation:
Total energy   -139054.60583 eV
Multiplicity   6
Expectation value of S²   8.7592
Highest occupied orbital energy (spin up / spin down)   -11.01 / -11.02 eV
Net charge   +1

[5]
C23H22N4O4S in the gas phase, computed with ωB97M-V/def2-TZVPD.

Cartesian coordinates (Å):
S  3.882  1.733  -1.957
O  3.604  0.422  -2.496
O  -5.032  -5.638  4.968
O  5.196  1.986  -1.448
O  4.200  1.070  -5.122
N  -2.747  -2.666  2.013
N  -1.492  -0.757  2.360
N  -0.681  0.184  1.951
N  3.564  2.913  -3.112
C  2.551  2.558  -4.082
C  3.612  4.383  -0.386
C  0.650  1.351  0.401
C  3.140  1.951  -5.367
C  -0.969  -0.470  -0.334
C  -3.186  -2.603  5.684
C  -1.455  -1.019  -2.629
C  -0.833  -0.216  -1.710
C  -0.359  0.326  0.690
C  -3.940  -3.745  5.868
C  -2.767  -2.208  4.425
C  -3.875  -4.134  3.497
C  2.623  2.103  -0.745
C  1.682  1.124  -0.505
C  -2.003  -1.640  1.524
C  -2.251  -2.088  -2.206
C  0.626  2.567  1.084
C  1.581  3.534  0.837
C  2.596  3.331  -0.095
C  -2.442  -2.326  -0.869
C  -3.113  -2.978  3.319
C  -4.288  -4.517  4.763
C  -1.812  -1.523  0.097
H  2.332  1.450  -5.923
H  1.901  1.831  -3.590
H  -2.734  -2.716  -2.940
H  -4.148  -4.740  2.640
H  -1.342  -0.825  -3.685
H  3.551  2.745  -5.999
H  1.960  3.446  -4.330
H  -3.081  -3.328  1.327
H  -0.153  2.734  1.811
H  -0.248  0.632  -2.033
H  1.542  4.470  1.374
H  -3.097  -3.134  -0.576
H  3.404  4.839  -1.354
H  -4.270  -4.057  6.845
H  -2.177  -1.320  4.284
H  -5.199  -6.082  4.129
H  3.595  5.156  0.378
H  4.422  3.239  -3.533
H  4.002  0.540  -4.330
H  1.792  0.177  -1.011
H  4.603  3.939  -0.440
H  -2.915  -2.004  6.539

Values from the calculation:
Total energy   -49193.04140 eV
SMILES   Cc1ccc(-c2nnc(Nc3cccc(O)c3)c3ccccc23)cc1S(=O)(=O)NCCO
Highest occupied orbital energy   -7.89 eV
Net charge   0

[6]
A 2-piece molecular cluster, C3H10N2O2S overall, computed with ωB97M-V/def2-TZVPD.

Cartesian coordinates (Å):
S  1.168  -1.963  2.125
O  -0.471  1.645  -3.597
O  0.463  1.910  -0.134
N  -0.871  -1.400  -0.211
N  -1.523  1.270  -0.996
C  1.036  -0.462  1.049
C  -0.388  -0.262  0.567
C  -0.429  1.095  -0.201
H  -1.512  -1.096  -0.931
H  -1.024  -0.104  1.439
H  0.120  1.651  -2.834
H  -2.395  0.806  -0.791
H  -1.731  2.205  -1.318
H  1.367  0.344  1.699
H  -0.075  -1.826  -0.672
H  0.508  -1.443  3.167
H  1.795  -0.521  0.273
H  0.148  1.739  -4.330

Values from the calculation:
Total energy   -21183.86011 eV
SMILES   NC(=O)[C@@H](N)CS.O
Highest occupied orbital energy   -9.00 eV
Net charge   0

[7]
A 2-piece molecular cluster, C23H22NO overall, computed with ωB97M-V/def2-TZVPD.

Cartesian coordinates (Å):
O  -0.109  -0.539  -4.494
N  -0.330  0.216  -1.884
C  -2.364  0.940  0.571
C  -2.014  -1.095  1.843
C  2.916  -2.903  1.619
C  1.654  -3.394  1.244
C  0.622  -2.523  0.856
C  -3.351  -1.064  2.242
C  -1.268  -0.764  -2.382
C  0.629  0.608  -4.085
C  0.857  -1.151  0.886
C  2.148  -0.657  1.233
C  0.737  1.201  1.034
C  0.344  2.517  1.240
C  3.027  1.730  1.726
C  -3.687  0.994  1.009
C  0.887  0.566  -2.586
C  -4.187  -0.012  1.848
C  1.294  3.439  1.704
C  -1.495  -0.070  1.028
C  3.177  -1.528  1.582
C  -1.398  -0.635  -3.896
C  2.079  0.801  1.311
C  -0.059  -0.001  0.677
C  2.622  3.052  1.949
H  1.468  -4.467  1.257
H  -5.218  0.025  2.195
H  -3.736  -1.861  2.879
H  0.992  4.472  1.884
H  -0.351  -2.902  0.543
H  -4.319  1.825  0.696
H  -1.354  -1.886  2.190
H  4.150  -1.116  1.842
H  3.689  -3.595  1.953
H  -2.233  -0.520  -1.911
H  -1.997  1.687  -0.137
H  4.051  1.402  1.889
H  -0.181  0.147  -0.857
H  1.148  1.571  -2.231
H  1.733  -0.110  -2.360
H  -2.002  0.271  -4.100
H  -1.850  -1.538  -4.334
H  -1.008  -1.808  -2.108
H  1.567  0.555  -4.652
H  0.069  1.536  -4.299
H  3.335  3.778  2.337
H  -0.688  2.809  1.053

Values from the calculation:
Total energy   -27737.19032 eV
Highest occupied orbital energy   -11.75 eV
Net charge   +1

[8]
C5H8O in the gas phase, computed with ωB97M-V/def2-TZVPD.

Cartesian coordinates (Å):
O  -0.087  -1.500  0.890
C  0.620  -1.172  -0.336
C  -0.178  -0.276  -1.229
C  -0.183  0.952  0.973
C  0.506  -0.290  1.286
C  -0.959  0.787  -0.299
H  0.078  1.894  1.445
H  -1.130  1.736  -0.825
H  -1.942  0.337  -0.101
H  0.497  0.220  -1.946
H  1.389  -1.877  -0.648
H  1.209  -0.380  2.121
H  -0.946  -0.808  -1.807
H  1.125  0.377  0.478

Values from the calculation:
Total energy   -7356.45402 eV
Highest occupied orbital energy   -6.66 eV
Net charge   0

Computed molar mass (g/mol) in order:
92.1, 98.1, 134.1, 946.0, 450.5, 138.2, 328.4, 84.1